# CH2N4O2

An isolated molecule of CH2N4O2 at a distorted geometry (wB97M-V/def2-TZVPD, the Open Molecules 2025 dataset).

Geometry as XYZ:
```
9
Properties=species:S:1:pos:R:3:forces:R:3:nbo_charge:R:1
H 2.05970 -0.09837 0.90735 -2.1 1.0 0.1 0.397
N 1.15367 0.17297 1.39492 -2.6 -0.1 0.3 -0.567
C 0.03492 0.36098 0.77098 7.3 -1.6 0.9 0.420
N -1.33606 0.38833 1.28547 2.5 0.2 -2.3 -0.126
N -1.97392 0.41874 0.27670 -3.2 0.4 -1.2 0.183
O -1.13777 0.55509 -1.07195 -1.5 0.5 1.5 -0.269
N 0.11932 0.29227 -0.69833 -1.1 -0.1 0.9 0.053
O 0.30663 -1.09977 -0.97855 1.8 0.4 -2.4 -0.576
H 0.77351 -0.99025 -1.88659 -1.1 -0.8 2.2 0.483
```
Positions in Å, forces in eV/Å.

Results
structure (SMILES) = [H]/N=c1/nnon1O
relative energy (zero: lowest compared OMol25 entry of this formula, charge and spin) = 5.271 eV
frontier orbital gap = 9.6 eV
multiplicity = 1
highest occupied orbital energy = -10.381 eV